C67H58Br2N13O4S3Ti as an isolated structure in a non-equilibrium geometry. Source: the OMol25 dataset; level of theory: the ωB97M-V functional and the def2-TZVPD basis.

Atoms and positions in Å:
Br -0.603 -7.571 -0.268
Br -0.100 0.430 2.085
Ti 0.364 0.475 -0.322
S -0.579 3.434 -1.548
S -3.314 3.140 -1.918
S -2.875 0.379 -1.125
O 1.833 -0.534 -0.418
O 0.441 -2.580 1.028
O 3.612 -1.520 1.281
O -2.139 -2.006 1.401
N 0.331 -1.072 -2.448
N -0.130 2.070 -1.249
N 0.926 -2.163 -4.261
N 3.031 1.458 -0.574
N -1.914 3.571 -2.486
N 1.204 -0.890 -4.342
N -5.130 -4.847 0.756
N -3.380 1.983 -0.901
N 1.706 -0.314 -5.461
N -4.612 -2.807 1.702
N 0.866 -0.209 -3.275
N -1.533 0.028 -0.614
N 1.983 1.826 0.251
C -2.023 0.701 -3.729
C -0.119 -4.858 0.404
C -5.915 -2.243 1.402
C -6.417 2.914 -4.505
C -7.743 -2.471 -0.342
C 2.356 2.537 1.340
C 2.906 0.046 -1.042
C -1.430 3.850 1.024
C -3.687 3.380 -4.630
C 0.644 6.274 3.993
C 1.340 7.482 1.602
C -4.193 -0.587 -0.445
C -6.328 -4.404 0.413
C -4.835 4.423 0.042
C -1.035 4.469 -0.147
C -5.364 -2.726 -1.026
C 1.585 3.235 2.159
C 1.193 -2.873 2.212
C -0.490 -3.584 0.794
C -2.817 -4.267 0.951
C 1.340 5.209 -4.655
C 0.324 4.740 -3.839
C 1.362 6.106 1.711
C -4.291 3.059 -3.422
C -5.661 2.835 -3.350
C -4.467 0.029 -4.859
C -3.395 0.365 -5.669
C 1.003 5.483 2.905
C 0.638 4.271 -2.577
C 2.957 4.729 -2.942
C -1.157 5.832 -0.331
C -1.108 -5.825 0.285
C -4.379 -1.807 -1.133
C -3.996 5.754 -1.796
C 0.645 7.653 3.888
C 2.651 5.200 -4.210
C -2.176 0.714 -5.107
C -4.956 -0.059 0.610
C -4.316 0.015 -3.483
C -2.428 -5.554 0.565
C -5.817 3.223 -5.719
C -6.385 -2.920 0.065
C 5.842 -1.786 0.548
C 0.373 -2.255 -3.059
C -7.459 -5.218 0.337
C -4.087 4.541 -1.121
C -2.085 5.994 1.877
C 0.984 8.261 2.691
C 4.549 -1.309 0.339
C 6.828 -1.566 -0.390
C 4.257 -0.611 -0.838
C -8.795 -3.312 -0.365
C -5.826 -0.753 1.382
C -1.958 4.624 2.044
C -3.085 0.321 -2.930
C 1.947 4.256 -2.121
C 6.546 -0.860 -1.551
C 5.269 -0.379 -1.763
C 1.048 4.027 3.042
C -4.222 -3.963 1.127
C -4.650 6.861 -1.295
C -8.670 -4.686 -0.025
C -5.491 5.538 0.535
C -1.685 6.599 0.695
C -1.830 -3.270 1.053
C -4.451 3.458 -5.778
C -5.401 6.753 -0.130
H 0.609 3.610 3.942
H 2.704 0.125 -2.135
H -5.423 -0.221 -5.292
H -0.705 4.724 -4.163
H 2.158 3.862 -1.139
H -4.890 3.467 0.538
H 1.106 5.579 -5.641
H -1.099 0.995 -3.251
H 0.009 -3.172 -2.646
H 3.440 5.549 -4.859
H -3.511 0.368 -6.741
H -5.143 -0.248 -2.843
H 2.244 -0.977 -6.009
H -6.115 2.609 -2.398
H -5.368 -3.524 -1.757
H -2.263 4.153 2.965
H -6.623 -2.552 2.184
H -3.186 -6.315 0.496
H 2.191 0.552 -5.258
H -1.324 2.776 1.116
H 1.681 -1.958 2.530
H 0.383 8.253 4.746
H 0.979 9.338 2.611
H 7.320 -0.680 -2.279
H -3.902 -2.147 1.983
H -6.416 3.285 -6.614
H -7.482 2.746 -4.462
H -2.624 3.557 -4.646
H -3.418 5.806 -2.706
H -9.769 -2.946 -0.651
H -1.321 -1.472 1.405
H 0.916 -5.104 0.228
H -3.659 -1.984 -1.926
H -5.922 7.618 0.248
H 1.944 -3.638 2.016
H 3.943 1.620 -0.127
H -1.348 0.995 -5.741
H -0.840 6.275 -1.263
H 1.653 5.498 0.866
H -4.831 1.002 0.787
H 0.383 5.803 4.930
H -6.084 5.462 1.434
H -2.489 6.600 2.673
H 1.605 7.953 0.666
H -7.835 -1.435 -0.635
H 5.047 0.203 -2.648
H 0.526 -3.202 3.012
H -4.589 7.804 -1.815
H -6.447 -0.227 2.090
H -1.784 7.665 0.571
H -3.981 3.708 -6.717
H 3.978 4.723 -2.597
H -7.364 -6.258 0.611
H 7.824 -1.935 -0.209
H 2.752 -1.244 0.897
H 3.431 2.535 1.576
H 6.048 -2.313 1.464
H -9.553 -5.305 -0.051

- Charge: +1
- HOMO energy (spin up / spin down): -7.5387 / -7.5372 eV
- F_max: 2.425 eV Å⁻¹
- Orbital gap (spin up / spin down): 4.13 / 4.13 eV
- Calculated total energy: -293671.229 eV


A 2-piece molecular cluster, C5H13NO overall. Source: the OMol25 dataset; level of theory: the ωB97M-V functional and the def2-TZVPD basis.

Atoms and positions in Å:
O 1.138 -2.316 0.453
N -2.247 -0.284 1.110
C 2.537 -1.240 -1.138
C 1.812 -1.075 0.180
C -1.736 2.383 -1.115
C -1.321 1.282 -0.509
C -1.555 1.016 0.947
H 3.310 -1.996 -1.033
H 2.975 -0.295 -1.461
H 1.875 -1.569 -1.939
H -1.601 -1.004 0.829
H 2.519 -0.851 0.981
H -0.785 0.528 -1.074
H 1.111 -2.429 1.407
H -2.330 3.117 -0.585
H -1.547 2.567 -2.163
H -0.582 1.047 1.461
H 1.083 -0.262 0.146
H -2.492 -0.404 2.086
H -2.163 1.786 1.419

- Structure (SMILES): C=CCN.CCO
- Charge: 0
- HOMO energy: -9.3525 eV
- F_max: 0.794 eV Å⁻¹
- Orbital gap: 10.14 eV
- Calculated total energy: -8932.199 eV


- Among the records above, which one has the highest calculated total energy?
  C5H13NO


- Among the records above, which one has the highest charge?
  C67H58Br2N13O4S3Ti


- What is the formula in the second record?
  C5H13NO